1.
{"formula": "C23H32BMnN7OS", "method": "ωB97M-V/def2-TZVPD", "total_energy_ha": -2928.26804, "homo_ev": [-7.74, -7.34], "mol_weight_g_mol": 520.4, "spin_multiplicity": 2, "e_above_lowest_kj_mol": 25.8, "elements": ["Mn", "C", "C", "C", "C", "C", "C", "N", "N", "B", "N", "C", "C", "C", "N", "C", "C", "C", "N", "C", "C", "C", "N", "C", "C", "C", "H", "H", "H", "H", "H", "H", "H", "H", "H", "H", "H", "H", "H", "H", "H", "H", "H", "H", "H", "H", "H", "H", "H", "H", "H", "H", "H", "H", "O", "N", "C", "C", "C", "C", "C", "S", "H", "H", "H", "H"], "xyz": [[0.2397, -0.1076, -0.0222], [2.3122, -1.5508, -2.8603], [2.8985, -2.6469, -1.9978], [2.3994, -4.0165, -2.4763], [2.6539, -2.5188, -0.5148], [3.3594, -3.3196, 0.3971], [2.8376, -3.0076, 1.6245], [1.8874, -2.0832, 1.4479], [1.7561, -1.7552, 0.1297], [1.0244, -1.4885, 2.5575], [-0.4526, -1.7321, 2.2402], [-1.3730, -2.3596, 2.9765], [-2.5448, -2.3958, 2.2582], [-2.2525, -1.7600, 1.0435], [-0.9788, -1.3400, 1.0571], [-3.2256, -1.6429, -0.1015], [-2.5890, -1.4683, -1.4710], [-4.2419, -0.5321, 0.1790], [1.2823, 0.0147, 2.6620], [1.6713, 0.6983, 3.7388], [1.7907, 2.0192, 3.3842], [1.4595, 2.0691, 2.0251], [1.1263, 0.8377, 1.5947], [1.4947, 3.3505, 1.2361], [1.7635, 3.1766, -0.2452], [0.2030, 4.1394, 1.4736], [2.6305, -1.6759, -3.8971], [2.6271, -0.5621, -2.5286], [1.2234, -1.5923, -2.8438], [3.9866, -2.6275, -2.1169], [1.3107, -4.0657, -2.3952], [2.8170, -4.8317, -1.8858], [2.6695, -4.1756, -3.5225], [4.1421, -4.0230, 0.1682], [3.0612, -3.3766, 2.6116], [1.2947, -2.0060, 3.6103], [-1.1224, -2.7414, 3.9523], [-3.4798, -2.8471, 2.5440], [-3.7588, -2.5985, -0.1155], [-2.1839, -0.4710, -1.5845], [-3.3372, -1.6196, -2.2516], [-1.7810, -2.1833, -1.6382], [-3.7254, 0.4287, 0.2333], [-4.7632, -0.6937, 1.1234], [-4.9860, -0.4826, -0.6192], [1.8382, 0.1916, 4.6749], [2.1085, 2.8428, 4.0012], [2.3300, 3.9201, 1.6545], [0.9605, 2.6206, -0.7059], [2.6925, 2.6366, -0.4331], [1.8289, 4.1508, -0.7347], [-0.6438, 3.5830, 1.0656], [0.2516, 5.1132, 0.9812], [0.0203, 4.2998, 2.5366], [-1.2564, 1.2333, 0.0546], [-1.5664, 1.9622, -1.0011], [-2.5449, 2.8876, -0.8453], [-2.9231, 3.6920, -1.8813], [-2.2836, 3.5428, -3.1166], [-1.3043, 2.5933, -3.2536], [-0.9266, 1.7711, -2.1784], [0.3061, 0.5758, -2.2765], [-2.9699, 2.9112, 0.1464], [-3.7024, 4.4232, -1.7241], [-2.5562, 4.1696, -3.9549], [-0.7861, 2.4444, -4.1903]], "forces_ev_per_a": [[0.16, -0.13, -0.47], [0.06, -0.05, -0.01], [-0.06, 0.00, 0.03], [-0.01, 0.01, -0.03], [-0.07, 0.04, -0.06], [0.05, 0.01, 0.02], [0.00, -0.04, -0.02], [-0.04, 0.03, -0.06], [0.11, 0.04, 0.06], [0.01, -0.03, 0.14], [-0.07, -0.03, -0.04], [0.00, 0.02, 0.06], [-0.03, -0.09, -0.08], [0.13, 0.04, -0.08], [-0.21, -0.14, 0.18], [0.00, 0.07, 0.11], [-0.01, -0.15, 0.02], [-0.01, 0.05, -0.07], [-0.03, 0.03, -0.07], [-0.04, -0.02, 0.07], [0.16, 0.06, -0.01], [-0.06, -0.12, -0.08], [0.14, 0.15, 0.28], [-0.11, -0.03, 0.03], [0.12, 0.06, 0.00], [-0.02, 0.02, -0.08], [0.00, -0.01, 0.01], [0.01, -0.02, 0.00], [0.09, -0.08, -0.03], [0.01, -0.03, 0.02], [0.01, 0.00, 0.01], [0.01, 0.01, 0.00], [-0.01, 0.01, 0.01], [-0.02, 0.00, 0.00], [0.00, 0.02, -0.01], [0.00, 0.02, -0.06], [0.00, 0.01, -0.02], [0.01, -0.01, -0.02], [-0.05, 0.02, 0.07], [0.07, 0.11, -0.05], [0.00, 0.03, 0.02], [0.01, 0.01, 0.01], [-0.01, -0.03, 0.02], [0.02, 0.00, 0.00], [0.01, -0.01, 0.01], [0.00, 0.00, -0.03], [0.00, 0.00, -0.03], [-0.06, 0.03, 0.09], [-0.12, -0.09, -0.17], [-0.01, -0.03, 0.02], [0.00, -0.02, 0.02], [0.02, 0.01, 0.04], [0.00, -0.01, 0.00], [0.02, -0.01, 0.00], [-0.07, 0.15, 0.11], [-0.07, -0.01, 0.08], [0.03, -0.06, -0.02], [0.00, 0.01, -0.05], [-0.04, 0.04, 0.02], [0.03, -0.07, 0.02], [0.00, 0.15, -0.04], [-0.08, 0.08, 0.14], [0.02, 0.01, 0.01], [0.01, -0.01, -0.01], [0.00, -0.01, 0.01], [-0.01, 0.01, 0.01]], "mulliken_spin": [1.065, 0.001, 0.002, 0.000, -0.005, -0.001, 0.001, -0.006, -0.027, 0.039, -0.013, 0.003, 0.001, -0.007, -0.010, -0.007, 0.021, 0.000, -0.015, 0.003, 0.000, -0.007, -0.003, -0.003, 0.011, 0.000, 0.000, 0.000, 0.000, 0.000, 0.000, 0.000, 0.000, 0.000, 0.000, 0.000, 0.000, 0.000, 0.000, -0.013, 0.000, 0.001, 0.000, 0.000, 0.000, 0.000, 0.000, 0.000, -0.009, 0.000, 0.000, 0.000, 0.000, 0.000, -0.031, -0.006, 0.000, -0.001, 0.000, -0.008, -0.004, 0.031, 0.000, 0.000, 0.000, 0.000]}

2.
{"formula": "C25H25BBrO19PSi2", "method": "ωB97M-V/def2-TZVPD", "total_energy_ha": -5916.60861, "homo_ev": -9.59, "mol_weight_g_mol": 807.3, "spin_multiplicity": 1, "elements": ["C", "B", "O", "Si", "Br", "O", "Si", "P", "O", "H", "H", "H", "H", "H", "H", "H", "H", "H", "C", "C", "C", "O", "C", "C", "C", "O", "O", "O", "H", "H", "H", "H", "C", "C", "C", "O", "C", "C", "C", "O", "O", "O", "H", "H", "H", "H", "C", "C", "C", "O", "C", "C", "C", "O", "O", "O", "H", "H", "H", "H", "C", "C", "C", "O", "C", "C", "C", "O", "O", "O", "H", "H", "H", "H"], "xyz": [[2.4434, 0.4334, -1.8311], [1.1560, -0.3354, -1.3756], [0.5205, -0.1089, -0.1998], [0.2438, -1.7767, -2.4795], [0.9328, -3.7051, -1.6218], [-1.4080, -1.7158, -2.3213], [-2.3323, -0.3787, -2.6071], [-4.0890, -0.3851, -1.1665], [-5.1067, 0.6693, -1.4616], [3.3413, -0.1739, -1.6775], [2.5793, 1.3736, -1.2912], [2.4113, 0.6513, -2.8999], [0.9643, 0.4653, 0.4485], [0.6354, -1.8336, -3.8995], [-1.5400, 0.8450, -2.3618], [-2.8599, -0.3563, -3.9858], [-4.5934, -1.7035, -1.1885], [-3.4926, -0.3355, 0.1118], [1.8903, -3.9670, -8.8409], [2.5087, -3.3001, -7.8546], [1.7480, -2.5683, -6.7603], [2.4312, -2.0026, -5.9230], [0.3068, -2.5819, -6.7812], [-0.3149, -3.2426, -7.7698], [0.4477, -3.9848, -8.8585], [-0.2374, -4.5544, -9.6892], [-1.6245, -3.3259, -7.9046], [3.8199, -3.2052, -7.7265], [2.4257, -4.4885, -9.6213], [-0.2254, -2.0480, -6.0080], [-1.7755, -3.8716, -8.7049], [3.9702, -2.6687, -6.9204], [-1.7939, 3.0263, 1.3786], [-2.8410, 3.1386, 0.5443], [-3.8791, 4.2388, 0.6701], [-4.7645, 4.2489, -0.1609], [-3.7449, 5.1928, 1.7521], [-2.7073, 5.0727, 2.5911], [-1.6636, 3.9765, 2.4488], [-0.7731, 3.9796, 3.2879], [-2.4793, 5.8774, 3.6186], [-3.0503, 2.2996, -0.4521], [-1.0677, 2.2328, 1.2885], [-4.4887, 5.9709, 1.8481], [-1.6581, 5.5442, 4.0353], [-3.9060, 2.5136, -0.8844], [-0.1076, -2.8824, 3.8626], [-0.4949, -2.0347, 2.8934], [-0.9755, -0.6222, 3.1946], [-1.3132, 0.0470, 2.2342], [-1.0103, -0.1666, 4.5626], [-0.6133, -1.0123, 5.5260], [-0.1331, -2.4256, 5.2282], [0.2091, -3.0802, 6.1981], [-0.5923, -0.7204, 6.8132], [-0.4973, -2.3448, 1.6124], [0.2312, -3.8876, 3.6560], [-1.3529, 0.8383, 4.7663], [-0.2579, -1.5268, 7.2609], [-0.7325, -1.5323, 1.1134], [4.0246, 0.3172, 4.5555], [3.3754, 0.3141, 3.3825], [2.2754, 1.3121, 3.0606], [1.7583, 1.2124, 1.9540], [1.8943, 2.2899, 4.0386], [2.5428, 2.2929, 5.2163], [3.6568, 1.3062, 5.5412], [4.1682, 1.4267, 6.6388], [2.2923, 3.1336, 6.1985], [3.6236, -0.5451, 2.4072], [4.8077, -0.3886, 4.7926], [1.1046, 2.9877, 3.7949], [2.9154, 2.9013, 6.9187], [3.0148, -0.3248, 1.6769]], "forces_ev_per_a": [[0.00, 0.03, 0.09], [-0.15, 0.10, -0.16], [0.00, -0.25, 0.19], [0.27, -0.01, 0.20], [-0.01, -0.17, 0.05], [0.08, 0.19, -0.20], [-0.06, 0.01, 0.08], [-0.05, 0.08, -0.17], [0.12, 0.06, 0.03], [0.00, -0.05, 0.00], [0.04, 0.00, 0.04], [0.02, 0.00, -0.04], [-0.08, 0.15, -0.13], [-0.17, 0.03, -0.03], [-0.02, -0.01, -0.03], [-0.04, -0.07, 0.04], [0.06, -0.04, 0.06], [-0.03, -0.11, 0.03], [0.04, -0.02, -0.05], [-0.06, 0.03, 0.07], [0.02, -0.01, -0.01], [0.02, 0.00, -0.04], [-0.06, 0.10, 0.03], [0.14, -0.09, -0.07], [-0.05, 0.01, 0.04], [0.01, 0.00, -0.01], [-0.06, 0.04, 0.05], [0.05, -0.04, -0.05], [0.01, 0.00, 0.01], [-0.04, -0.03, -0.01], [0.03, -0.01, -0.01], [-0.03, 0.01, 0.01], [0.12, 0.06, 0.00], [0.00, -0.05, 0.00], [0.00, -0.01, -0.03], [-0.01, 0.00, 0.02], [-0.04, 0.04, 0.02], [0.08, -0.08, -0.01], [-0.16, 0.03, -0.07], [0.00, 0.03, 0.01], [-0.02, 0.05, 0.00], [0.04, 0.09, -0.05], [0.00, -0.01, 0.02], [0.01, 0.00, 0.01], [-0.01, -0.01, 0.00], [-0.09, -0.03, 0.08], [0.02, -0.04, -0.02], [0.01, 0.05, 0.05], [-0.03, -0.06, -0.06], [-0.03, -0.05, -0.01], [0.04, 0.07, 0.03], [0.04, -0.09, -0.02], [-0.01, 0.04, 0.05], [-0.01, -0.01, -0.02], [-0.01, 0.07, 0.02], [0.00, 0.07, -0.03], [0.00, 0.01, -0.02], [0.01, 0.01, 0.01], [0.00, -0.02, -0.02], [0.06, -0.01, 0.01], [0.03, -0.06, 0.00], [-0.09, 0.06, -0.03], [-0.04, 0.03, 0.13], [0.06, -0.10, -0.10], [0.01, 0.08, -0.01], [0.11, -0.14, -0.02], [-0.08, 0.10, 0.05], [0.02, -0.04, -0.01], [-0.04, 0.06, 0.00], [0.05, -0.06, 0.00], [0.00, 0.00, -0.02], [-0.03, -0.03, 0.01], [0.01, -0.02, -0.01], [-0.01, 0.01, 0.01]], "lowdin_charge": [-0.037, -0.629, 0.061, 0.151, 0.391, -0.492, 0.467, 0.560, -0.508, 0.073, 0.065, 0.061, 0.057, -0.037, -0.019, -0.038, -0.022, -0.024, 0.071, -0.231, -0.309, 0.083, 0.063, -0.228, -0.309, 0.103, 0.123, 0.119, 0.136, 0.111, 0.121, 0.120, 0.071, -0.211, -0.306, 0.124, 0.073, -0.232, -0.291, 0.072, 0.112, 0.041, 0.110, 0.135, 0.116, 0.101, 0.075, -0.223, -0.302, 0.083, 0.072, -0.232, -0.312, 0.101, 0.120, 0.105, 0.137, 0.137, 0.121, 0.097, 0.078, -0.222, -0.279, 0.068, 0.079, -0.218, -0.304, 0.111, 0.132, 0.127, 0.138, 0.107, 0.124, 0.113]}